Entry 1:
Molecular formula: C7H8N2O
Method: DFT, ωB97M-V/def2-TZVPD

## Properties
Energy above the lowest of the compared OMol25 structures with the same formula, charge and spin, kcal/mol: 89.0
Gap between HOMO and LUMO, eV: 9.58
Highest occupied orbital energy, Ha: -0.328

ORCA input file:
```
! wB97M-V def2-TZVPD RIJCOSX def2/J DEFGRID3
* xyz 0 1
C -3.5770 -0.0915 0.1112
C -2.8253 1.1395 0.1290
C -2.6391 -1.0354 -0.0550
C 1.3174 1.1143 -0.4776
C 1.4347 -0.1153 -0.0064
C -0.2313 -1.2918 -0.1497
C 2.5478 -0.9320 0.4210
N -1.5346 0.8675 0.0118
N -1.4069 -0.4783 0.0076
O -0.0097 -2.4359 -0.2460
H -4.5914 -0.2301 0.2512
H -3.0887 2.1451 0.1014
H -2.7350 -2.0600 -0.1816
H 2.2042 1.7530 -0.2754
H 0.3762 1.5923 -0.7865
H 2.3153 -1.6280 1.2469
H 3.4201 -0.2513 0.3981
H 2.8481 -1.7997 -0.3452
*
```

***

Entry 2:
Molecular formula: C22H43BBrFI2N4O10P2
Method: DFT, ωB97M-V/def2-TZVPD

## Properties
Gap between HOMO and LUMO, eV: 4.89
Highest occupied orbital energy, Ha: -0.227

ORCA input file:
```
! wB97M-V def2-TZVPD RIJCOSX def2/J DEFGRID3
* xyz 0 1
C -1.0651 -2.8108 5.0779
C -1.1031 -2.8946 3.4279
O -0.9870 -1.5193 2.9193
B 0.3335 -1.2569 2.3054
O 1.4270 -0.8563 3.2453
N 0.4765 -1.3790 0.8023
C 0.9268 -2.7489 0.2902
C 2.5121 -2.8918 -0.0405
C 3.5438 -2.1104 0.9589
F 2.9122 -2.5369 -1.4348
C 0.1452 -0.3368 -0.0211
N 0.1385 -0.5881 -1.4740
C -0.9692 0.0203 -2.2739
C -0.2522 1.2788 -2.9888
C 1.3273 1.5933 -2.5425
C 2.4329 0.7062 -3.3824
C 3.8853 0.9571 -2.6660
O 4.9394 1.3843 -3.3723
O 3.9890 0.7582 -1.2103
C 5.2254 1.3576 -0.6687
C 5.0139 1.4378 0.9773
P -1.2059 -1.2108 -3.7676
O -0.5431 -2.7945 -3.2720
Br -3.3318 -1.7088 -4.2994
C -2.3390 0.2651 -1.3372
C -2.7346 -1.2570 -0.8964
O -2.8676 -1.5738 0.5245
O -3.1275 -2.8583 0.5706
C -3.5934 0.9536 -2.1472
I -3.5157 2.0908 -4.0698
C -5.0492 0.8629 -1.7170
C -5.6279 0.0591 -0.4540
I -6.7064 1.8380 -2.8732
C -1.7742 1.2896 -0.1326
N -2.0788 2.6485 -0.7506
P -2.8363 1.4309 1.4480
O -2.4044 2.6738 2.3839
N -0.3964 1.0198 0.3274
C 0.3859 1.9124 1.1399
C 0.5304 3.4962 0.9287
C 1.3974 4.1036 2.2238
O 1.2256 3.9700 -0.2717
H -1.2559 -3.8406 5.6119
H -1.9090 -2.0567 5.4070
H -0.0234 -2.3555 5.3657
H -0.2692 -3.6328 3.0686
H -2.1394 -3.4177 3.1545
H 1.8275 -0.0349 2.8308
H 0.6663 -3.5866 1.1004
H 0.3294 -3.0934 -0.6845
H 2.7724 -4.0535 0.0633
H 4.6652 -2.4253 0.8579
H 3.2475 -2.3311 2.0943
H 3.4573 -0.9483 0.8118
H 0.8780 -1.0805 -1.9316
H -0.1115 1.0967 -4.1669
H -0.7701 2.3166 -2.9600
H 1.5132 2.7123 -2.9246
H 1.5004 1.6436 -1.3937
H 2.1444 -0.4095 -3.5604
H 2.4981 1.2029 -4.4655
H 5.4230 2.4611 -1.0215
H 6.1322 0.6300 -0.8478
H 5.4178 2.4410 1.4355
H 5.4964 0.4973 1.4884
H 3.8430 1.3800 1.1816
H -1.3649 -3.3087 -2.9511
H -1.9469 -2.0984 -1.2209
H -3.7341 -1.6654 -1.4111
H -3.6049 -3.0939 1.4276
H -4.9815 -0.1037 0.4831
H -6.6540 0.5351 -0.0676
H -5.9475 -1.0263 -0.8385
H -2.6228 3.2800 -0.1392
H -1.2532 3.1703 -1.0667
H -4.1823 1.8504 1.0274
H -2.8312 0.2901 2.3170
H 1.5087 1.4911 1.1666
H 0.0404 1.7706 2.2796
H -0.5266 4.0342 0.9763
H 1.2075 5.2825 2.2224
H 0.9835 3.6103 3.2007
H 2.5474 3.8649 2.0980
H 2.1820 3.6723 -0.2656
O -0.8621 -4.9981 -0.7830
H -1.5506 -4.4472 -0.4576
*
```

***

Entry 3:
Molecular formula: C28H55Cl20FI2N2O6
Method: DFT, ωB97M-V/def2-TZVPD

## Properties
Gap between HOMO and LUMO, eV: 9.25
Highest occupied orbital energy, Ha: -0.340

ORCA input file:
```
! wB97M-V def2-TZVPD RIJCOSX def2/J DEFGRID3
* xyz 0 1
C 6.0424 -2.8386 -0.8644
C 4.7174 -2.3587 -1.4182
O 4.7043 -0.9705 -1.6591
C 4.0814 -0.1606 -0.7028
C 4.3779 -0.5398 0.7349
C 4.0558 0.5370 1.7613
C 3.5012 0.0024 3.0616
N 4.0721 0.7775 4.2035
N 4.6597 1.1505 -0.8922
O 6.0495 0.9418 -0.7009
C 6.5763 1.9869 0.0516
C 7.8768 1.5602 0.6875
C 7.8250 1.5727 2.1819
O 8.2882 0.2870 0.1981
C 2.5117 -0.0431 -1.0234
F 2.3282 -0.5604 -2.2744
C 1.6949 -0.9492 -0.1155
O 1.2203 -0.2616 1.0013
C 0.3070 -1.0307 1.7577
O 2.0920 1.2689 -0.8905
C 1.0457 1.7252 -1.7446
C -0.2107 0.8607 -1.7602
C -1.3953 1.8158 -1.8817
C -1.6699 2.3944 -0.5093
I -3.2243 1.4091 0.5772
C 1.4425 2.0915 -3.1566
C 2.4368 3.2011 -3.3724
O 3.2900 3.1626 -4.1992
I 2.2203 5.0082 -2.2087
H 5.9390 -3.2096 0.1398
H 6.7814 -2.0648 -0.9545
H 6.3843 -3.6687 -1.4532
H 4.6090 -2.8165 -2.3848
H 3.8868 -2.7137 -0.8324
H 3.9702 -1.4894 1.0249
H 5.4423 -0.6634 0.7710
H 3.4117 1.2960 1.3556
H 4.9674 1.0272 2.0226
H 3.7526 -1.0338 3.2099
H 2.4372 0.1226 3.1083
H 4.1984 0.1582 4.9905
H 3.3899 1.4562 4.4959
H 4.5563 1.3448 -1.8823
H 6.7791 2.8148 -0.6098
H 5.8976 2.3668 0.7962
H 8.6370 2.2558 0.4086
H 7.4975 2.5302 2.5507
H 7.1594 0.8185 2.5718
H 8.8000 1.3739 2.5904
H 9.1857 0.1741 0.5066
H 0.8404 -1.2398 -0.7113
H 2.2146 -1.8641 0.1219
H -0.6092 -0.4798 1.9013
H 0.7274 -1.2289 2.7279
H 0.0485 -1.9492 1.2650
H 0.7235 2.6556 -1.3129
H -0.1963 0.2200 -2.6261
H -0.3453 0.3244 -0.8432
H -2.2556 1.2370 -2.1543
H -1.2083 2.5922 -2.6003
H -0.7928 2.3618 0.1053
H -1.9704 3.4181 -0.5579
H 1.6909 1.2284 -3.7394
H 0.5318 2.4890 -3.5775
C -5.6884 -1.1090 2.8953
Cl -5.9030 0.6294 2.6276
Cl -6.2491 -2.0462 1.5054
H -4.6401 -1.3117 3.0762
H -6.2823 -1.3923 3.7552
C -9.0228 2.4090 4.3135
Cl -9.9295 1.3298 5.3798
Cl -10.0776 3.2278 3.1562
H -8.5231 3.1565 4.9158
H -8.2982 1.8191 3.7686
C -13.5382 2.3961 1.8562
Cl -13.6256 0.6543 2.1380
Cl -14.9427 3.2426 2.5175
H -12.6473 2.7781 2.3353
H -13.4983 2.5729 0.7892
C -7.2549 -5.6286 0.5084
Cl -8.6605 -6.6767 0.2834
Cl -7.2059 -4.3138 -0.6751
H -7.2993 -5.1942 1.4994
H -6.3643 -6.2247 0.3828
C 6.8699 7.9449 -3.6056
Cl 8.4627 8.0690 -2.8411
Cl 5.5746 7.5973 -2.4476
H 6.6574 8.8960 -4.0758
H 6.8897 7.1557 -4.3410
C 2.2933 -4.7853 -3.0630
Cl 3.5164 -5.6431 -2.1262
Cl 0.8557 -4.4427 -2.0919
H 2.7123 -3.8412 -3.3892
H 2.0111 -5.3927 -3.9130
C -4.7393 -6.4841 -2.3269
Cl -4.2566 -7.0745 -0.7246
Cl -4.9082 -7.8025 -3.4878
H -5.6910 -5.9764 -2.2343
H -3.9807 -5.8052 -2.6832
C -11.4642 -7.1193 -1.8990
Cl -13.2133 -6.8745 -1.8137
Cl -10.8358 -6.8332 -3.5258
H -10.9854 -6.4290 -1.2186
H -11.2439 -8.1415 -1.6190
C -9.2975 -1.4061 8.0231
Cl -10.3671 -2.5092 8.8926
Cl -8.2542 -2.2605 6.8779
H -9.9022 -0.6978 7.4731
H -8.6712 -0.8930 8.7409
C 10.5946 7.7107 -5.9073
Cl 9.0176 6.9166 -5.9660
Cl 11.0558 8.3882 -7.4719
H 10.5444 8.5127 -5.1815
H 11.3351 6.9783 -5.6138
*
```